No. 1
Density functional theory data (ωB97M-V/def2-TZVPD) for a 3-piece molecular cluster, C24H36N2O11 overall in a non-equilibrium geometry.

The geometry in ORCA input format:
```
! RIJCOSX wB97M-V def2-TZVPD def2/J DEFGRID3
* xyz 0 1
O 2.314 -2.382 0.090
O -0.779 -0.480 3.941
O 0.775 -1.048 1.067
O 3.787 -2.338 -7.678
O 1.738 0.753 -5.277
O 2.238 0.156 -3.180
O -4.565 -0.715 2.395
O 5.309 -1.245 -6.414
O 1.731 2.302 -3.642
O -2.034 0.380 0.403
O 5.837 -1.895 -8.491
N -5.422 1.822 0.612
N -3.423 -3.011 1.260
C -3.145 0.855 1.169
C -4.324 -3.190 2.411
C 0.504 3.177 5.848
C 0.203 1.203 0.419
C 2.230 -0.593 -5.346
C 1.811 -1.919 1.093
C -0.730 1.867 4.323
C 4.871 -1.873 -7.543
C -4.373 0.868 0.246
C 6.901 -1.047 -8.056
C -0.147 4.112 3.744
C 0.464 4.223 4.965
C 1.887 1.179 -4.001
C 2.101 -1.063 -3.919
C -1.417 0.558 3.971
C -0.092 1.979 5.531
C -3.280 -0.127 2.365
C 6.717 -1.034 -6.558
C -4.623 -1.878 3.184
C -2.927 0.578 3.710
C 0.796 -0.147 -0.053
C 2.253 -2.302 2.491
C -0.754 2.917 3.438
C -1.215 1.402 -0.151
H 7.865 -1.449 -8.359
H 6.771 -0.060 -8.503
H -4.822 -0.114 0.105
H 7.014 -0.092 -6.103
H -1.256 2.759 2.489
H -5.262 2.741 0.231
H 0.066 1.092 1.498
H -3.834 -3.865 3.130
H -3.259 1.621 3.732
H -3.408 0.069 4.551
H -3.575 -3.723 0.558
H 1.794 0.018 -0.453
H 1.639 -1.186 -6.038
H -1.134 1.216 -1.231
H -4.004 1.175 -0.740
H 0.847 2.051 0.176
H -2.476 -3.145 1.598
H 7.247 -1.850 -6.063
H 1.122 -1.497 -3.704
H 1.003 3.309 6.801
H -0.158 4.923 3.027
H 3.302 -2.050 2.650
H 2.871 -1.777 -3.638
H -1.593 2.417 0.010
H -2.510 -0.894 2.239
H -5.611 1.845 1.603
H -5.656 -1.952 3.541
H 1.659 -1.776 3.241
H -0.050 1.141 6.216
H 2.112 -3.380 2.590
H -2.983 1.856 1.588
H 0.111 -0.523 -0.819
H 3.261 -0.575 -5.691
H 0.925 5.171 5.224
H -3.996 -1.847 4.083
H -5.240 -3.693 2.092
*
```

Properties
**F_max**: 1.5 eV Å⁻¹
**Structure (SMILES)**: CC(=O)OCCCO[C@@H](CN)[C@@H](CC(=O)c1ccccc1)OCCN.O=C1OCCO1.O=C1OCCO1
**HOMO-LUMO gap**: 9.07 eV
**Relative energy (zero: lowest compared OMol25 entry of this formula, charge and spin)**: 221.5 kJ/mol



No. 2
Density functional theory data (ωB97M-V/def2-TZVPD) for the molecule C24H36N4O2.

The geometry in ORCA input format:
```
! RIJCOSX wB97M-V def2-TZVPD def2/J DEFGRID3
* xyz 0 1
O -2.418 2.707 2.146
O 1.548 -1.040 1.878
N -3.814 1.124 1.359
N 0.732 1.035 1.495
N 2.756 0.376 0.578
N -0.362 1.408 -1.417
C -4.711 -2.725 0.124
C -2.598 1.531 1.864
C 3.867 -0.545 0.448
C -4.128 -0.143 0.952
C -3.475 -2.448 0.653
C 4.431 -0.481 -0.971
C 4.970 -0.253 1.470
C -1.890 -0.797 1.635
C -1.610 0.471 2.011
C -5.682 -1.722 -0.001
C 5.583 -1.468 -1.130
C 6.122 -1.240 1.306
C -0.257 -0.033 -1.349
C 0.684 2.169 -0.792
C -3.156 -1.153 1.081
C 6.682 -1.178 -0.112
C -1.701 1.958 -1.322
C -7.022 -2.056 -0.578
C 0.702 2.282 0.758
C -2.081 2.692 -2.610
C -0.258 0.857 2.546
C -0.797 -0.685 -2.620
C -5.381 -0.440 0.413
C 1.677 0.056 1.360
H -0.297 -0.272 -3.492
H -1.780 2.658 -0.484
H 2.990 1.351 0.477
H 5.761 -2.249 1.510
H -0.622 -1.758 -2.587
H 0.614 3.196 -1.166
H -2.730 -3.223 0.746
H -6.910 -2.456 -1.585
H -1.386 3.506 -2.796
H -4.948 -3.726 -0.203
H -2.046 2.012 -3.456
H -4.512 1.852 1.257
H -0.786 -0.454 -0.481
H 3.640 -0.704 -1.689
H -7.661 -1.179 -0.621
H 5.210 -2.483 -0.980
H 3.454 -1.540 0.642
H 1.630 1.752 -1.143
H 6.909 -1.012 2.028
H 4.554 -0.324 2.476
H -1.136 -1.563 1.752
H 4.789 0.533 -1.169
H -2.415 1.149 -1.145
H 7.095 -0.184 -0.297
H 5.986 -1.405 -2.143
H 7.492 -1.902 -0.224
H -1.867 -0.517 -2.720
H 0.800 -0.287 -1.245
H -0.349 1.791 3.109
H 5.337 0.767 1.322
H -3.085 3.103 -2.528
H -0.198 2.807 1.081
H 0.115 0.062 3.196
H -6.115 0.348 0.323
H 1.562 2.914 1.031
H -7.513 -2.817 0.027
*
```

Properties
**F_max**: 0.7 eV Å⁻¹
**Structure (SMILES)**: CCN(CC)CCN(Cc1cc2ccc(C)cc2[nH]c1=O)C(=O)NC1CCCCC1
**HOMO-LUMO gap**: 8.14 eV
**Relative energy (zero: lowest compared OMol25 entry of this formula, charge and spin)**: 14.7 kJ/mol



No. 3
Density functional theory data (ωB97M-V/def2-TZVPD) for the molecule C24H36N4O6S2.

The geometry in ORCA input format:
```
! RIJCOSX wB97M-V def2-TZVPD def2/J DEFGRID3
* xyz 0 1
S -3.029 2.915 -0.659
S -4.503 1.527 -0.920
O 1.282 -2.099 -2.224
O -0.563 1.990 3.355
O 1.410 0.814 1.531
O 0.067 -0.540 -1.170
O 0.628 2.936 -2.202
O -1.664 -2.633 0.292
N -0.019 2.254 0.546
N 0.175 -1.615 1.151
N 2.211 1.597 -1.325
N -1.341 -0.056 2.832
C -2.332 -1.287 -3.020
C -3.885 0.515 -2.322
C -3.312 -1.158 1.982
C 1.232 1.880 -2.214
C 1.104 -4.213 1.669
C -0.977 1.213 2.528
C 0.841 0.741 -3.133
C -4.292 -0.402 2.801
C -1.086 -0.919 -3.281
C 2.427 -4.222 -0.450
C -1.152 -1.829 1.050
C -3.152 -0.750 -1.884
C 0.830 -1.637 -1.211
C -0.343 0.065 -2.420
C 1.157 -3.713 0.227
C -1.987 -0.995 1.981
C 4.773 2.711 -0.418
C 1.202 1.756 0.784
C 1.112 -2.167 0.199
C -1.211 1.612 1.060
C 3.690 2.253 0.555
C 2.308 2.365 -0.088
C -2.396 2.562 1.028
C 3.719 3.087 1.833
H 1.231 -5.292 1.685
H -3.231 2.157 1.597
H 4.624 3.756 -0.680
H 0.282 -4.087 -0.310
H -2.822 -1.998 -3.670
H 2.487 -3.870 -1.474
H -3.871 -1.500 -1.557
H -3.708 -1.913 1.317
H -3.806 0.333 3.439
H -1.023 0.860 -2.094
H 3.308 -3.884 0.093
H -0.534 -1.349 -4.102
H 2.102 -1.788 0.483
H 3.856 1.203 0.820
H 0.503 -0.801 1.663
H -1.223 -0.317 3.803
H -0.142 2.954 -0.178
H 3.547 4.137 1.606
H -4.865 -1.090 3.422
H -2.111 3.528 1.445
H 2.427 -5.309 -0.460
H -4.772 0.277 -2.908
H -1.432 0.712 0.470
H 0.149 -3.978 2.130
H 5.753 2.608 0.039
H 1.899 -3.762 2.260
H 4.754 2.124 -1.332
H 1.646 0.028 -3.306
H 4.687 2.995 2.319
H -2.507 -0.530 -1.035
H 2.953 2.751 2.527
H -3.242 1.171 -2.908
H 0.483 1.140 -4.081
H 2.595 0.664 -1.296
H -5.000 0.104 2.144
H 2.079 3.405 -0.335
*
```

Properties
**F_max**: 0.8 eV Å⁻¹
**Structure (SMILES)**: C/C=C1\NC(=O)[C@H]2CSSCC/C=C\[C@H](CC(=O)N[C@H](C(C)C)C(=O)N2)OC(=O)[C@H](C(C)C)NC1=O
**HOMO-LUMO gap**: 9.24 eV



No. 4
Density functional theory data (ωB97M-V/def2-TZVPD) for C24H36N5O10PSe2Ti as an isolated structure in a non-equilibrium geometry.

The geometry in ORCA input format:
```
! RIJCOSX wB97M-V def2-TZVPD def2/J DEFGRID3
* xyz -1 2
Se -2.957 -0.122 -2.690
Se -2.848 1.831 0.330
Ti -1.682 -0.147 -0.559
P 1.356 1.248 0.219
O -2.172 -4.773 2.790
O -0.403 -0.688 -1.741
O -7.337 1.678 -1.579
O -2.980 -2.875 1.977
O 1.434 -1.686 -2.466
O -1.327 -1.534 0.464
O 2.263 -6.332 -1.152
O 1.248 -7.189 0.529
O -0.141 1.159 0.178
O -3.651 -1.142 0.020
N -2.102 -3.820 1.967
N 1.428 -6.280 -0.262
N 1.780 2.333 1.411
N 2.064 -0.160 0.715
N 1.940 1.868 -1.191
C -5.034 -0.903 -0.112
C -6.856 0.554 -0.867
C 3.890 -1.375 1.655
C -4.792 1.618 -0.045
C 2.221 4.606 1.937
C 0.438 -1.693 -1.764
C -5.312 0.415 -0.835
C -0.320 -5.001 0.866
C 0.832 -4.037 -1.035
C 3.079 3.694 2.817
C 2.575 1.679 -3.445
C 3.108 2.389 2.025
C 1.136 3.657 1.428
C 0.115 -2.857 -0.880
C -1.087 -3.840 1.013
C 3.412 2.787 -2.806
C 1.362 1.626 -2.530
C -4.840 0.388 -2.289
C 0.630 -5.084 -0.139
C 2.584 -1.812 2.324
C 1.647 -0.643 2.051
C 3.259 2.505 -1.311
C 3.438 -0.605 0.409
C -0.806 -2.711 0.172
H 3.098 0.721 -3.400
H 2.981 3.761 -3.047
H 3.298 3.422 -0.718
H 3.911 2.421 1.280
H 4.455 2.785 -3.121
H 2.313 1.895 -4.480
H 1.561 -4.129 -1.825
H 1.805 5.450 2.485
H 2.583 3.536 3.776
H 4.454 -0.720 2.324
H 0.281 3.636 2.109
H 3.285 1.525 2.669
H 0.844 0.679 -2.587
H 2.205 -2.718 1.856
H 0.763 3.927 0.437
H -7.229 0.564 0.166
H -3.468 -1.772 0.773
H 4.104 0.235 0.203
H 3.414 -1.247 -0.471
H 4.062 1.842 -0.972
H 4.523 -2.221 1.392
H 0.658 2.430 -2.771
H -4.983 1.367 -2.741
H 2.819 4.992 1.108
H -5.495 -1.721 -0.680
H -0.477 -5.824 1.544
H 0.596 -0.913 2.051
H 4.081 4.084 2.996
H -5.051 2.537 -0.574
H 2.695 -1.997 3.392
H 1.785 0.137 2.811
H -5.441 -0.330 -2.848
H -6.977 2.475 -1.177
H -5.495 -0.868 0.882
H -5.266 1.631 0.938
H -7.285 -0.313 -1.374
*
```

Properties
**F_max**: 3.1 eV Å⁻¹
**HOMO-LUMO gap (spin up / spin down)**: 4.97 / 7.02 eV
**Relative energy (zero: lowest compared OMol25 entry of this formula, charge and spin)**: 164.3 kJ/mol
**⟨S²⟩**: 0.78



No. 5
Density functional theory data (ωB97M-V/def2-TZVPD) for a 7-piece molecular cluster, C24H36NO21 overall in a non-equilibrium geometry.

The geometry in ORCA input format:
```
! RIJCOSX wB97M-V def2-TZVPD def2/J DEFGRID3
* xyz -1 1
O 38.644 37.652 39.989
O 31.390 42.394 33.797
O 31.176 40.301 33.117
O 40.047 45.124 33.769
O 36.852 46.039 40.213
O 35.299 42.539 35.193
O 35.766 44.854 41.584
O 34.790 42.711 31.035
O 34.181 47.883 34.630
O 36.022 42.680 37.095
O 36.992 46.474 42.421
O 36.933 38.367 38.679
O 30.783 40.888 35.192
O 34.683 44.184 36.423
O 36.285 43.607 29.581
O 35.417 44.806 31.206
O 33.944 50.243 34.623
O 38.281 45.463 35.034
O 35.756 49.190 35.383
O 38.795 39.452 38.632
O 39.814 47.070 34.850
N 35.220 43.059 36.307
C 35.417 44.331 40.288
C 36.301 47.998 35.458
C 36.588 45.816 41.514
C 38.069 44.270 34.465
C 33.911 44.284 40.091
C 36.156 45.292 39.371
C 31.132 41.173 34.045
C 30.953 41.948 36.048
C 33.307 45.808 32.188
C 39.419 43.851 33.829
C 39.419 45.918 34.582
C 34.508 49.124 34.976
C 31.469 43.060 35.023
C 40.297 42.870 34.768
C 38.145 38.449 39.181
C 31.970 41.524 37.040
C 33.817 43.272 32.006
C 37.031 47.930 36.796
C 38.113 40.043 37.596
C 36.730 39.515 37.867
C 35.141 47.056 35.195
C 38.744 39.765 36.175
C 34.395 44.669 32.193
C 35.510 43.683 30.576
H 30.851 44.007 34.410
H 32.187 42.337 37.660
H 33.542 43.531 40.800
H 40.406 43.317 35.606
H 36.057 43.363 40.198
H 36.319 39.310 36.996
H 38.826 38.667 36.031
H 33.897 46.706 32.488
H 33.958 44.164 39.021
H 36.280 47.992 37.556
H 35.479 45.763 38.658
H 37.182 44.459 33.798
H 37.422 46.880 36.979
H 41.282 43.084 34.313
H 39.898 41.930 34.737
H 37.719 43.556 35.034
H 31.692 40.759 37.668
H 32.711 45.426 33.031
H 38.156 40.288 35.297
H 38.191 41.203 37.732
H 33.859 42.734 32.909
H 36.908 47.762 34.612
H 36.770 44.520 38.766
H 32.291 43.482 35.378
H 39.229 43.768 32.749
H 33.431 45.166 40.107
H 39.803 40.203 36.124
H 32.905 43.197 31.686
H 30.034 42.382 36.671
H 32.991 41.345 36.710
H 34.925 44.640 33.137
H 36.208 40.229 38.565
H 32.772 45.764 31.270
H 37.979 48.731 37.006
H 35.225 46.247 34.695
H 34.876 46.732 36.321
*
```

Properties
**F_max**: 11.5 eV Å⁻¹
**HOMO-LUMO gap**: 9.17 eV
**Relative energy (zero: lowest compared OMol25 entry of this formula, charge and spin)**: 349.2 kJ/mol



No. 6
Density functional theory data (ωB97M-V/def2-TZVPD) for a 6-piece molecular cluster, C24H36O18 overall in a non-equilibrium geometry.

The geometry in ORCA input format:
```
! RIJCOSX wB97M-V def2-TZVPD def2/J DEFGRID3
* xyz 0 1
O -2.200 3.264 -2.453
O 1.585 4.839 1.966
O 0.864 6.681 3.102
O 0.926 4.575 4.100
O 0.867 -0.051 -5.563
O 3.353 0.336 -0.555
O 2.594 -1.538 0.310
O 1.274 0.227 0.585
O 0.465 -4.510 -1.548
O 2.638 -0.286 -4.270
O -2.765 0.875 2.132
O 2.527 -3.930 -1.373
O -1.517 1.585 3.904
O 2.814 -0.274 -6.636
O 1.690 -4.190 -3.369
O -4.476 2.653 -2.088
O -3.259 0.448 4.206
O -2.792 1.450 -1.346
C -5.148 1.596 -1.477
C -2.670 -0.722 6.322
C 1.512 -1.960 1.178
C 1.724 0.063 -3.306
C 1.732 3.368 2.223
C 1.524 3.305 3.763
C 2.140 -0.100 -5.576
C -2.882 0.646 5.552
C -0.643 -1.034 -3.906
C 1.533 -4.294 -2.068
C 4.856 -4.093 -1.945
C 0.426 0.112 -4.203
C -2.533 0.927 3.354
C 3.101 2.838 1.866
C -3.894 0.626 -1.063
C -0.563 -1.235 0.132
C 3.081 -3.965 -3.623
C 0.472 -0.877 1.098
C -1.561 1.378 5.359
C 2.484 -0.325 0.066
C -6.012 0.838 -2.497
C 3.514 -3.499 -2.268
C -3.094 2.480 -2.040
C 1.207 5.425 3.061
H 3.324 1.703 2.203
H -6.943 1.539 -2.818
H -0.263 -1.950 -4.226
H 1.127 -3.109 0.883
H -3.569 -1.201 6.713
H -2.183 -0.341 7.321
H -1.055 -1.240 -3.013
H 3.243 2.693 0.795
H 5.649 -3.553 -2.464
H 4.833 -5.254 -2.373
H -3.951 -0.142 -1.746
H 0.016 1.086 -4.168
H 2.020 -2.008 2.164
H 3.788 3.470 2.472
H 3.322 -2.387 -2.346
H 3.074 -3.182 -4.421
H 1.803 -0.654 -2.540
H 5.069 -3.913 -0.894
H -0.764 0.741 5.688
H -1.043 -2.200 0.620
H -3.762 0.318 -0.118
H -5.634 0.407 -3.448
H -1.575 2.318 5.780
H -0.219 -1.710 -0.720
H -5.774 2.009 -0.757
H 2.297 3.123 4.509
H 0.052 -0.698 2.068
H -1.484 -0.619 -4.499
H -6.545 -0.123 -2.244
H 1.803 1.290 -2.972
H -1.911 -1.344 5.881
H -3.552 1.225 5.945
H 0.705 2.728 3.863
H -1.339 -0.551 -0.039
H 3.571 -4.889 -3.927
H 0.978 2.763 1.720
*
```

Properties
**F_max**: 7.9 eV Å⁻¹
**Structure (SMILES)**: C[C@H]1COC(=O)O1.C[C@H]1COC(=O)O1.C[C@H]1COC(=O)O1.C[C@H]1COC(=O)O1.C[C@H]1COC(=O)O1.C[C@H]1COC(=O)O1
**HOMO-LUMO gap**: 9.75 eV
**Relative energy (zero: lowest compared OMol25 entry of this formula, charge and spin)**: 831.5 kJ/mol



F_max of number 2 (C24H36N4O2)? 0.7 eV Å⁻¹